Molecular formula: C35H45Cl5InNO7PS
Method: DFT, wB97M-V/def2-TZVPD

The calculation puts the LUMO energy at 2.35 eV. Its relative energy (zero: lowest compared OMol25 entry of this formula, charge and spin) is 0.592 eV.

ORCA input file:
```
! wB97M-V def2-TZVPD RIJCOSX def2/J DEFGRID3
* xyz -1 1
In 0.85 2.69 0.37
O -1.71 -0.19 3.46
S 0.35 2.93 2.91
O 1.73 3.46 2.96
O 0.47 1.56 2.09
O -0.38 3.74 1.79
Cl 3.96 1.97 1.04
C 3.82 3.59 0.50
C 2.58 4.02 0.04
C 2.45 5.35 -0.33
Cl 0.89 5.95 -0.79
C 3.53 6.23 -0.30
Cl 3.35 7.87 -0.78
C 4.77 5.77 0.14
Cl 6.11 6.84 0.21
C 4.92 4.45 0.56
Cl 6.43 3.89 1.15
C -5.04 3.09 -0.40
C -3.61 3.20 0.13
C -3.62 3.80 1.53
C -2.96 1.83 0.07
C -2.71 1.26 -1.17
C -2.17 -0.01 -1.34
C -2.27 -0.47 -2.80
C -1.45 -1.65 -3.32
C -3.76 -0.75 -3.11
C -1.79 -0.74 -0.18
C -2.18 -0.24 1.08
C -2.71 1.05 1.17
C -2.26 -1.00 2.43
C -1.62 -2.39 2.54
C -3.75 -1.18 2.76
C -1.22 -2.12 -0.34
C -2.19 -3.11 -0.49
C -1.89 -4.43 -0.76
C -0.56 -4.79 -0.89
C 0.42 -3.83 -0.68
C 0.15 -2.49 -0.38
P 1.63 -1.36 -0.01
C 2.42 -2.19 1.54
C 2.43 -3.71 1.64
C 1.66 -1.64 2.77
C 3.85 -1.66 1.67
C 2.84 -1.73 -1.47
C 3.69 -3.01 -1.50
C 3.80 -0.52 -1.51
C 2.05 -1.70 -2.78
H -5.55 4.06 -0.33
H -5.61 2.36 0.18
H -5.06 2.79 -1.45
H -3.04 3.86 -0.53
H -4.29 3.25 2.19
H -3.97 4.84 1.49
H -2.62 3.80 1.96
H -2.95 1.83 -2.06
H -1.97 0.39 -3.40
H -1.84 -2.61 -3.00
H -0.43 -1.57 -2.97
H -1.44 -1.62 -4.41
H -4.11 -1.60 -2.51
H -3.88 -1.01 -4.17
H -4.38 0.11 -2.88
H -2.95 1.41 2.16
H -0.89 0.20 3.12
H -2.25 -3.17 2.12
H -1.47 -2.59 3.60
H -0.66 -2.43 2.05
H -4.21 -1.87 2.05
H -4.28 -0.23 2.72
H -3.84 -1.58 3.78
H -3.23 -2.81 -0.41
H -2.68 -5.17 -0.87
H -0.28 -5.80 -1.15
H 1.45 -4.14 -0.77
H 1.43 -4.13 1.58
H 2.84 -3.98 2.62
H 3.07 -4.18 0.88
H 0.89 -2.33 3.11
H 1.20 -0.67 2.57
H 2.36 -1.51 3.60
H 4.51 -1.98 0.86
H 4.28 -2.04 2.60
H 3.86 -0.57 1.71
H 4.34 -3.12 -0.63
H 4.33 -2.97 -2.38
H 3.09 -3.92 -1.59
H 4.44 -0.47 -0.63
H 3.23 0.40 -1.57
H 4.43 -0.59 -2.40
H 1.40 -2.57 -2.87
H 2.75 -1.70 -3.62
H 1.46 -0.78 -2.84
O -0.20 3.22 -1.63
N 0.29 2.20 -2.21
O 0.04 1.93 -3.37
O 1.07 1.47 -1.51
*
```



Molecular formula: FH3OP2
Method: DFT, wB97M-V/def2-TZVPD

The calculation puts the LUMO energy at -0.02 eV. Its relative energy (zero: lowest compared OMol25 entry of this formula, charge and spin) is 0.891 eV. As for the SMILES: O[PH]#[PH]F.

ORCA input file:
```
! wB97M-V def2-TZVPD RIJCOSX def2/J DEFGRID3
* xyz 0 1
O -0.22 1.31 -0.37
F 0.45 -2.79 0.19
P -0.58 -0.17 0.24
P 1.28 -1.44 -0.11
H 0.30 1.81 0.28
H -1.48 -0.68 -0.92
H 1.68 -0.90 1.21
*
```



Molecular formula: C18H26Cl9F2IO5
Method: DFT, wB97M-V/def2-TZVPD

The calculation puts the LUMO energy at 0.37 eV. As for the SMILES: O=COCCCC[C@@]1(Cl)[C@H](CCCI)OC(=O)[C@@]1(F)CC(=O)F.ClCCl.ClCCl.ClCCl.ClCCl.

ORCA input file:
```
! wB97M-V def2-TZVPD RIJCOSX def2/J DEFGRID3
* xyz 0 1
O 4.40 -0.73 2.21
C 3.47 -0.27 1.67
O 2.49 -1.02 1.08
C 2.87 -1.36 -0.27
C 1.66 -1.90 -1.07
C 1.46 -1.08 -2.38
C -0.02 -0.92 -2.80
C -0.82 0.10 -1.98
Cl -2.32 0.35 -3.02
C -1.21 -0.26 -0.52
C -2.65 0.00 -0.05
C -2.69 0.01 1.51
C -3.01 1.43 2.07
I -1.56 2.03 3.55
O -0.20 0.41 0.24
C 0.57 1.30 -0.49
O 1.57 1.72 -0.10
C -0.26 1.53 -1.77
F -1.33 2.33 -1.33
C 0.28 2.30 -3.00
C 1.60 3.06 -2.84
O 2.45 2.91 -3.59
F 1.77 3.94 -1.86
H 3.37 0.83 1.62
H 3.65 -2.13 -0.22
H 3.31 -0.45 -0.73
H 1.81 -2.97 -1.29
H 0.80 -1.84 -0.39
H 2.03 -1.61 -3.16
H 1.94 -0.09 -2.28
H -0.06 -0.62 -3.85
H -0.50 -1.92 -2.76
H -1.15 -1.36 -0.51
H -3.32 -0.80 -0.39
H -3.05 0.94 -0.43
H -1.74 -0.33 1.94
H -3.45 -0.69 1.90
H -4.00 1.39 2.54
H -3.00 2.19 1.28
H 0.37 1.69 -3.90
H -0.48 3.05 -3.24
C -3.04 4.30 6.34
Cl -2.55 2.96 7.38
Cl -4.48 3.90 5.39
H -3.26 5.17 6.96
H -2.23 4.53 5.66
C -4.42 -2.31 4.33
Cl -4.96 -0.64 4.57
Cl -2.93 -2.39 3.39
H -4.25 -2.76 5.30
H -5.20 -2.86 3.80
C 4.73 1.38 -5.45
Cl 3.72 0.04 -4.87
Cl 6.23 0.79 -6.18
H 4.17 1.93 -6.19
H 4.97 2.02 -4.61
C 1.71 -5.58 0.61
Cl 1.52 -4.13 1.60
Cl 1.57 -5.20 -1.12
H 2.69 -6.00 0.79
H 0.94 -6.29 0.87
*
```



Molecular formula: C27H31Br2IrN4O2Te
Method: DFT, wB97M-V/def2-TZVPD

The calculation puts the LUMO energy (spin up / spin down) at -5.70 / -7.58 eV. Its relative energy (zero: lowest compared OMol25 entry of this formula, charge and spin) is 0.440 eV.

ORCA input file:
```
! wB97M-V def2-TZVPD RIJCOSX def2/J DEFGRID3
* xyz 2 5
Ir -0.18 -0.25 0.06
Br 1.02 1.14 6.64
C 0.67 0.58 4.90
C -0.59 0.12 4.55
C -0.80 -0.24 3.24
N 0.16 -0.19 2.31
C 1.38 0.21 2.66
C 1.68 0.62 3.94
C 2.41 0.20 1.58
C 3.76 0.18 1.86
C 4.66 0.20 0.80
Br 6.50 0.18 1.15
C 4.20 0.24 -0.50
C 2.83 0.22 -0.70
N 1.95 0.20 0.31
H -1.38 0.06 5.28
H -1.77 -0.61 2.91
H 2.66 0.98 4.20
H 4.12 0.12 2.87
H 4.88 0.26 -1.34
H 2.42 0.20 -1.70
C -3.28 -7.77 1.67
C -2.44 -6.59 1.28
C -1.05 -6.70 1.18
C -0.25 -5.64 0.79
C 1.24 -5.83 0.71
C -0.89 -4.41 0.50
Te 0.31 -2.93 -0.32
C -2.29 -4.26 0.62
C -3.02 -2.97 0.34
C -3.03 -5.36 1.02
H -2.67 -8.65 1.87
H -3.98 -8.01 0.87
H -3.87 -7.55 2.56
H -0.58 -7.65 1.41
H 1.51 -6.83 1.06
H 1.78 -5.10 1.32
H 1.60 -5.74 -0.32
H -2.35 -2.13 0.21
H -3.70 -2.74 1.16
H -3.63 -3.07 -0.56
H -4.10 -5.26 1.11
N -1.79 0.91 -0.48
C -2.59 1.73 -0.68
N -3.47 2.64 -0.91
C -3.49 3.43 -2.16
C -3.70 4.89 -1.80
O -4.87 5.04 -1.01
C -4.76 4.36 0.22
C -4.62 2.87 -0.01
H -4.30 3.08 -2.79
H -2.54 3.30 -2.68
H -3.85 5.47 -2.71
H -2.83 5.28 -1.27
H -5.68 4.56 0.78
H -3.91 4.73 0.80
H -5.52 2.48 -0.49
H -4.46 2.33 0.93
C 0.88 -1.17 -4.76
C 0.21 -0.43 -3.65
C -0.75 0.68 -4.01
O 0.43 -0.71 -2.48
H 0.13 -1.71 -5.34
H 1.62 -1.87 -4.38
H 1.35 -0.46 -5.45
H -0.99 0.69 -5.07
H -0.28 1.63 -3.75
H -1.65 0.58 -3.41
*
```



Molecular formula: C13H20N4O3RuS4SeSi
Method: DFT, wB97M-V/def2-TZVPD

The calculation puts the LUMO energy at -1.95 eV. Its relative energy (zero: lowest compared OMol25 entry of this formula, charge and spin) is 0.000 eV.

ORCA input file:
```
! wB97M-V def2-TZVPD RIJCOSX def2/J DEFGRID3
* xyz 0 1
Ru -0.55 1.52 0.42
C 3.79 -2.32 -0.65
Si 3.21 -2.49 1.11
C 4.63 -3.01 2.22
C 1.80 -3.71 1.26
C 2.64 -0.79 1.71
C 3.33 -0.05 2.66
C 2.91 1.22 3.06
C 1.77 1.75 2.49
N 1.08 1.04 1.58
C 1.50 -0.16 1.19
S 0.38 -0.70 0.00
H 4.22 -3.26 -1.01
H 4.56 -1.55 -0.74
H 2.97 -2.06 -1.31
H 4.90 -4.05 2.00
H 4.37 -2.96 3.28
H 5.52 -2.41 2.06
H 2.20 -4.73 1.28
H 1.12 -3.64 0.41
H 1.22 -3.55 2.17
H 4.22 -0.47 3.11
H 3.46 1.80 3.79
H 1.39 2.73 2.75
O -4.09 2.78 0.96
S -2.81 3.36 0.65
O -2.13 2.63 -0.51
O -2.74 4.78 0.52
S -1.34 2.81 2.06
S -2.37 0.09 0.87
C -3.09 0.20 -0.73
N -2.38 0.04 -1.83
C -2.91 0.35 -3.16
C -4.08 1.31 -3.02
C -5.08 0.74 -2.03
N -4.39 0.42 -0.78
H -1.38 -0.04 -1.72
H -3.22 -0.57 -3.65
H -2.10 0.79 -3.74
H -4.55 1.46 -3.99
H -3.72 2.27 -2.66
H -5.56 -0.16 -2.43
H -5.85 1.46 -1.80
H -4.76 0.81 0.08
Se 1.00 2.52 -4.10
C 0.57 2.07 -2.45
N 0.31 1.74 -1.36
*
```



| no. | electronic energy (hartree) |
| --- | --- |
| 1 | -5172.7920 |
| 2 | -859.5987 |
| 3 | -5716.7843 |
| 4 | -6936.7511 |
| 5 | -5330.7634 |